The following is a quantum chemistry calculation of 2 unconnected molecules or ions with the total composition C4H9N2 in a non-equilibrium geometry, from the Open Molecules 2025 dataset.

## Properties
electronic energy = -266.79048 Ha
energy above the lowest of the compared OMol25 structures with the same formula, charge and spin = 8.4031 eV
total charge = +1
HOMO level (spin up / spin down) = -0.4081 / -0.4908 Ha
HOMO-LUMO gap (spin up / spin down) = 6.59 / 9.11 eV

```
15
C4H9N2 the ωB97M-V functional and the def2-TZVPD basis
C 0.247 0.246 -0.428
C -0.527 -0.914 0.107
C -0.201 -0.925 -1.342
C 1.702 0.794 3.213
N 0.830 -0.628 0.524
N -1.146 -0.470 -2.463
H 0.278 1.277 -0.528
H -1.341 -1.200 0.689
H 0.222 -1.800 -1.783
H 1.899 0.053 2.353
H 2.164 1.687 3.137
H 0.896 0.673 3.902
H -2.065 -0.017 -2.007
H -1.289 -1.269 -3.123
H -0.592 0.263 -2.873
```


The following is a quantum chemistry calculation of a molecular structure, C48H38N3O2W, from the Open Molecules 2025 dataset.

## Properties
electronic energy = -2233.64080 Ha
energy above the lowest of the compared OMol25 structures with the same formula, charge and spin = 0.0000 eV
total charge = +1
HOMO level (spin up / spin down) = -0.3628 / -0.3994 Ha
HOMO-LUMO gap (spin up / spin down) = 7.59 / 7.92 eV
2S+1 = 3

```
92
C48H38N3O2W the ωB97M-V functional and the def2-TZVPD basis
W 0.191 0.303 -0.226
O -0.693 -0.539 -1.646
C -2.036 -1.053 -1.709
C -2.554 -1.242 -0.269
C -2.812 0.072 0.409
C -4.076 0.369 0.879
C -4.325 1.618 1.419
C -3.308 2.548 1.428
C -2.055 2.212 0.933
C -1.037 3.326 0.844
C 0.422 2.963 0.593
O 0.491 2.195 -0.604
C 1.222 4.248 0.429
C 1.507 4.738 -0.838
C 2.196 5.935 -0.984
C 2.601 6.648 0.134
C 2.315 6.161 1.402
C 1.630 4.965 1.548
C 1.026 2.087 1.698
C 0.421 1.857 2.937
C 1.056 1.080 3.888
C 2.304 0.524 3.626
C 2.923 0.757 2.411
C 2.287 1.533 1.448
N -1.801 0.970 0.477
C -1.922 -2.373 -2.461
C -2.013 -3.608 -1.833
C -1.848 -4.782 -2.561
C -1.585 -4.729 -3.919
C -1.487 -3.496 -4.552
C -1.656 -2.329 -3.828
C -2.941 -0.069 -2.441
C -2.555 1.237 -2.710
C -3.442 2.121 -3.314
C -4.721 1.709 -3.650
C -5.111 0.401 -3.388
C -4.226 -0.480 -2.791
H -1.827 -1.825 0.300
H -3.489 -1.800 -0.299
H -4.855 -0.376 0.803
H -5.306 1.869 1.801
H -3.470 3.551 1.799
H -1.120 3.951 1.735
H -1.343 3.960 0.006
H 1.190 4.179 -1.708
H 2.418 6.310 -1.975
H 3.139 7.580 0.019
H 2.631 6.711 2.278
H 1.428 4.582 2.543
H -0.548 2.283 3.164
H 0.578 0.909 4.844
H 2.793 -0.083 4.377
H 3.903 0.345 2.209
H 2.796 1.775 0.523
H -2.211 -3.680 -0.772
H -1.929 -5.737 -2.059
H -1.461 -5.642 -4.485
H -1.286 -3.446 -5.614
H -1.590 -1.369 -4.327
H -1.560 1.578 -2.454
H -3.127 3.135 -3.525
H -5.410 2.398 -4.122
H -6.103 0.066 -3.658
H -4.529 -1.505 -2.609
C 0.365 -1.071 1.294
C 0.420 -1.951 2.136
C 0.487 -2.979 3.128
C 0.107 -2.718 4.447
C 0.188 -3.716 5.403
C 0.642 -4.981 5.054
C 1.017 -5.248 3.744
C 0.944 -4.254 2.783
H -0.252 -1.731 4.708
H -0.107 -3.509 6.423
H 0.702 -5.759 5.803
H 1.369 -6.234 3.471
H 1.234 -4.454 1.759
N 3.449 -0.048 -2.960
C 2.294 0.380 -2.427
N 2.048 -0.174 -1.260
C 3.125 -1.031 -1.004
C 3.398 -1.858 0.085
C 4.569 -2.585 0.043
C 5.455 -2.503 -1.044
C 5.195 -1.687 -2.124
C 4.013 -0.956 -2.076
H 3.826 0.247 -3.845
H 1.653 1.102 -2.907
H 2.712 -1.921 0.917
H 4.814 -3.240 0.869
H 6.360 -3.093 -1.033
H 5.875 -1.620 -2.962
```


The following is a quantum chemistry calculation of a molecular structure, C33H53N2O2P2SSr in a non-equilibrium geometry, from the Open Molecules 2025 dataset.

## Properties
electronic energy = -2660.66950 Ha
energy above the lowest of the compared OMol25 structures with the same formula, charge and spin = 0.0000 eV
total charge = +1
HOMO level = -0.3383 Ha
HOMO-LUMO gap = 6.71 eV

```
94
C33H53N2O2P2SSr the ωB97M-V functional and the def2-TZVPD basis
C 2.032 -2.015 -0.923
C 1.545 0.060 -1.854
C 2.988 -2.293 -1.909
C 2.446 -0.178 -2.897
C 3.168 -1.373 -2.944
H 3.524 -3.247 -1.887
H 2.540 0.552 -3.702
H 3.852 -1.584 -3.774
N 1.401 -0.826 -0.842
P -0.062 -2.910 0.778
P 0.855 2.362 -0.201
C 1.601 -3.137 0.018
H 1.563 -4.083 -0.544
H 2.327 -3.252 0.841
C 0.659 1.296 -1.836
H 0.944 1.979 -2.647
C -0.383 3.816 -0.363
C 2.596 3.004 0.025
C -1.232 -3.650 -0.530
C -0.078 -3.811 2.467
C -1.689 3.361 0.335
H -1.500 3.128 1.395
H -2.412 4.196 0.321
H -2.158 2.493 -0.155
C 0.118 5.073 0.362
H 0.339 4.889 1.419
H 0.998 5.528 -0.112
H -0.687 5.820 0.328
C -0.645 4.156 -1.834
H -1.281 5.053 -1.864
H 0.280 4.393 -2.374
H -1.171 3.358 -2.374
C 2.699 3.574 1.470
H 2.039 3.037 2.170
H 3.741 3.451 1.812
H 2.467 4.647 1.511
C 3.570 1.811 -0.082
H 3.315 1.029 0.647
H 3.569 1.383 -1.090
H 4.582 2.188 0.142
C 2.984 4.071 -1.016
H 2.237 4.186 -1.809
H 3.156 5.051 -0.547
H 3.937 3.787 -1.487
C -1.464 -3.591 3.109
H -1.418 -3.934 4.157
H -1.772 -2.530 3.105
H -2.238 -4.189 2.606
C 1.004 -3.151 3.351
H 2.010 -3.259 2.929
H 0.814 -2.085 3.532
H 0.998 -3.653 4.328
C 0.209 -5.315 2.381
H 0.513 -5.638 3.391
H -0.676 -5.908 2.110
H 1.033 -5.542 1.688
C -1.059 -2.927 -1.891
H -1.224 -3.650 -2.705
H -1.772 -2.097 -1.990
H -0.066 -2.494 -2.037
C -2.678 -3.391 -0.057
H -2.870 -2.315 0.089
H -3.365 -3.745 -0.839
H -2.920 -3.916 0.874
C -0.980 -5.152 -0.712
H 0.047 -5.386 -1.015
H -1.213 -5.733 0.188
H -1.648 -5.496 -1.515
Sr -0.625 0.005 1.043
C 1.794 0.341 2.576
O 2.669 0.272 3.320
N -1.594 0.381 -1.103
C -0.868 0.825 -2.030
C -1.439 0.933 -3.442
C -2.831 0.825 -3.529
C -0.685 1.123 -4.613
C -3.486 0.955 -4.759
H -3.404 0.642 -2.617
C -1.331 1.215 -5.855
H 0.407 1.191 -4.576
C -2.732 1.146 -5.927
H -4.573 0.898 -4.803
H -0.734 1.325 -6.760
H -3.223 1.223 -6.900
C -2.552 2.204 4.987
S -1.202 1.370 4.167
C -0.881 0.200 5.503
O -1.875 0.535 3.057
H -2.222 2.550 5.973
H -3.412 1.529 5.078
H -2.814 3.083 4.382
H -1.422 -0.737 5.313
H 0.201 0.031 5.547
H -1.206 0.659 6.447
```


The following is a quantum chemistry calculation of a single C5H7NO molecule, from the Open Molecules 2025 dataset.

## Properties
structure (SMILES) = C#CCCNC=O
electronic energy = -324.66110 Ha
energy above the lowest of the compared OMol25 structures with the same formula, charge and spin = 1.7243 eV
HOMO level = -0.3612 Ha
HOMO-LUMO gap = 10.67 eV

```
14
C5H7NO the ωB97M-V functional and the def2-TZVPD basis
C 2.547 1.215 -0.234
C 1.855 0.234 -0.343
C 0.979 -0.932 -0.501
C -0.325 -0.820 0.295
N -0.974 0.457 0.084
C -2.302 0.607 0.329
O -3.072 -0.307 0.549
H 3.185 2.067 -0.148
H 1.507 -1.833 -0.169
H 0.756 -1.062 -1.566
H -1.022 -1.599 -0.022
H -0.126 -0.973 1.364
H -0.389 1.281 0.061
H -2.619 1.666 0.300
```


The following is a quantum chemistry calculation of 2 unconnected molecules or ions with the total composition H12Si5 in a non-equilibrium geometry, from the Open Molecules 2025 dataset.

## Properties
electronic energy = -1454.39981 Ha
energy above the lowest of the compared OMol25 structures with the same formula, charge and spin = 2.4400 eV
HOMO level (spin up / spin down) = -0.2854 / -0.2895 Ha
HOMO-LUMO gap (spin up / spin down) = 6.37 / 6.74 eV

```
17
H12Si5 the ωB97M-V functional and the def2-TZVPD basis
Si 3.686 -0.404 0.766
Si -3.964 0.471 -0.023
Si 2.630 0.948 -0.794
Si -1.717 -0.070 0.683
Si -0.429 -0.988 -0.973
H 3.630 -0.002 2.090
H 5.187 -0.569 0.436
H 3.064 -1.798 0.566
H -4.761 -0.537 0.475
H -4.311 1.733 0.536
H -4.269 0.512 -1.479
H 3.686 1.627 -1.800
H 1.565 1.851 -0.591
H -1.248 -0.806 2.046
H -1.270 1.313 0.897
H -1.499 -1.000 -1.946
H 0.020 -2.281 -0.889
```


The following is a quantum chemistry calculation of a molecular structure, C2H8NO4 in a non-equilibrium geometry, from the Open Molecules 2025 dataset.

## Properties
electronic energy = -436.33619 Ha
energy above the lowest of the compared OMol25 structures with the same formula, charge and spin = 4.4573 eV
total charge = +1
HOMO level = -0.5845 Ha
HOMO-LUMO gap = 12.54 eV

```
15
C2H8NO4 the ωB97M-V functional and the def2-TZVPD basis
C -1.578 0.750 1.046
C 0.273 -0.538 -0.651
N -0.157 0.827 0.528
O 0.322 -1.647 0.082
O -0.451 -0.399 -1.716
O 2.449 -0.120 -0.091
O 1.511 -0.104 -1.118
H -2.413 0.580 0.320
H -1.545 -0.136 1.809
H -1.641 1.567 1.716
H -0.060 1.516 -0.233
H 0.618 0.939 1.172
H -0.019 -2.419 -0.409
H -0.172 0.181 -2.439
H 2.862 -0.997 -0.016
```


> What is the electronic energy in the first record?

-266.79048 Ha


Repeat the third record exactly.
The following is a quantum chemistry calculation of a molecular structure, C33H53N2O2P2SSr in a non-equilibrium geometry, from the Open Molecules 2025 dataset.

## Properties
electronic energy = -2660.66950 Ha
energy above the lowest of the compared OMol25 structures with the same formula, charge and spin = 0.0000 eV
total charge = +1
HOMO level = -0.3383 Ha
HOMO-LUMO gap = 6.71 eV

```
94
C33H53N2O2P2SSr the ωB97M-V functional and the def2-TZVPD basis
C 2.032 -2.015 -0.923
C 1.545 0.060 -1.854
C 2.988 -2.293 -1.909
C 2.446 -0.178 -2.897
C 3.168 -1.373 -2.944
H 3.524 -3.247 -1.887
H 2.540 0.552 -3.702
H 3.852 -1.584 -3.774
N 1.401 -0.826 -0.842
P -0.062 -2.910 0.778
P 0.855 2.362 -0.201
C 1.601 -3.137 0.018
H 1.563 -4.083 -0.544
H 2.327 -3.252 0.841
C 0.659 1.296 -1.836
H 0.944 1.979 -2.647
C -0.383 3.816 -0.363
C 2.596 3.004 0.025
C -1.232 -3.650 -0.530
C -0.078 -3.811 2.467
C -1.689 3.361 0.335
H -1.500 3.128 1.395
H -2.412 4.196 0.321
H -2.158 2.493 -0.155
C 0.118 5.073 0.362
H 0.339 4.889 1.419
H 0.998 5.528 -0.112
H -0.687 5.820 0.328
C -0.645 4.156 -1.834
H -1.281 5.053 -1.864
H 0.280 4.393 -2.374
H -1.171 3.358 -2.374
C 2.699 3.574 1.470
H 2.039 3.037 2.170
H 3.741 3.451 1.812
H 2.467 4.647 1.511
C 3.570 1.811 -0.082
H 3.315 1.029 0.647
H 3.569 1.383 -1.090
H 4.582 2.188 0.142
C 2.984 4.071 -1.016
H 2.237 4.186 -1.809
H 3.156 5.051 -0.547
H 3.937 3.787 -1.487
C -1.464 -3.591 3.109
H -1.418 -3.934 4.157
H -1.772 -2.530 3.105
H -2.238 -4.189 2.606
C 1.004 -3.151 3.351
H 2.010 -3.259 2.929
H 0.814 -2.085 3.532
H 0.998 -3.653 4.328
C 0.209 -5.315 2.381
H 0.513 -5.638 3.391
H -0.676 -5.908 2.110
H 1.033 -5.542 1.688
C -1.059 -2.927 -1.891
H -1.224 -3.650 -2.705
H -1.772 -2.097 -1.990
H -0.066 -2.494 -2.037
C -2.678 -3.391 -0.057
H -2.870 -2.315 0.089
H -3.365 -3.745 -0.839
H -2.920 -3.916 0.874
C -0.980 -5.152 -0.712
H 0.047 -5.386 -1.015
H -1.213 -5.733 0.188
H -1.648 -5.496 -1.515
Sr -0.625 0.005 1.043
C 1.794 0.341 2.576
O 2.669 0.272 3.320
N -1.594 0.381 -1.103
C -0.868 0.825 -2.030
C -1.439 0.933 -3.442
C -2.831 0.825 -3.529
C -0.685 1.123 -4.613
C -3.486 0.955 -4.759
H -3.404 0.642 -2.617
C -1.331 1.215 -5.855
H 0.407 1.191 -4.576
C -2.732 1.146 -5.927
H -4.573 0.898 -4.803
H -0.734 1.325 -6.760
H -3.223 1.223 -6.900
C -2.552 2.204 4.987
S -1.202 1.370 4.167
C -0.881 0.200 5.503
O -1.875 0.535 3.057
H -2.222 2.550 5.973
H -3.412 1.529 5.078
H -2.814 3.083 4.382
H -1.422 -0.737 5.313
H 0.201 0.031 5.547
H -1.206 0.659 6.447
```